1.
One molecule with the formula C6H11N at a distorted geometry. Source: the Open Molecules 2025 dataset; level of theory: wB97M-V/def2-TZVPD.

Last column: Mulliken charge in e.
Element x y z (Å)
C  1.05510  -2.72024  0.57320  -1.20
C  0.03476  -1.70950  0.56504  -0.48
C  0.33438  -0.39634  0.20695  0.95
N  1.29304  0.29538  0.96334  -0.63
C  -0.64548  0.33137  -0.43873  -0.53
C  -0.83135  1.68567  -0.34042  -0.39
C  -1.32114  2.48260  -1.47761  -1.09
H  2.02213  -2.54838  0.92218  0.39
H  0.62497  -3.54462  1.04468  0.37
H  1.24299  -3.04292  -0.47134  0.27
H  -0.96409  -1.91808  0.08589  0.21
H  1.16443  1.24444  1.07238  0.27
H  1.32192  -0.20850  1.88543  0.23
H  -1.37347  -0.27667  -1.01334  0.22
H  -0.63237  2.07863  0.57886  0.54
H  -2.46177  2.80311  -1.48030  0.24
H  -0.70483  3.40263  -1.54042  0.30
H  -1.04877  1.90132  -2.35796  0.33

Atoms 1-6, force components in eV/Å:
-0.2663 -1.7136 -1.3593
-0.9640 3.2852 -3.5958
-0.6800 -1.8322 4.8888
1.1264 -3.5838 0.8891
-2.6886 2.3732 -1.6520
-0.4692 -2.9900 -1.8162

Results
Energy relative to the best compared isomer or geometry (same formula, charge and spin)   80.22 kcal/mol
LUMO level   0.0074 Ha
Highest occupied orbital energy   -7.23 eV

2.
One molecule with the formula C6H11N at a distorted geometry. Source: the Open Molecules 2025 dataset; level of theory: wB97M-V/def2-TZVPD.

Last column: Mulliken charge in e.
Element x y z (Å)
C  2.83131  1.16132  0.32628  -0.90
C  1.82818  0.10659  -0.06412  -0.22
C  0.67595  0.29108  -0.85844  -0.49
C  -0.62820  -0.00372  -0.36178  0.75
C  -2.08775  0.38711  -0.87533  -1.56
C  -0.77146  -1.10572  0.53643  -0.20
N  -1.95350  -1.25220  1.28224  -0.50
H  2.39994  1.51236  1.28634  0.22
H  3.87380  0.73264  0.60229  0.27
H  2.91222  2.07300  -0.39165  0.28
H  1.93523  -0.91677  0.43523  0.19
H  0.66929  0.75188  -1.90399  0.27
H  -2.68547  0.87159  -0.14054  0.36
H  -1.94027  1.04938  -1.75388  0.36
H  -2.64174  -0.44620  -1.34418  0.41
H  -0.01662  -1.87091  0.74452  0.29
H  -1.77318  -2.05588  1.84686  0.27
H  -2.62771  -1.28557  0.63372  0.22

Atoms 1-6, force components in eV/Å:
1.3863 0.0759 -0.7181
-1.1410 -0.9789 -1.6207
2.0613 1.1050 -0.7434
-3.0138 -5.8458 2.0798
2.6880 0.5258 -2.0108
0.6397 3.1928 -1.2971

Results
Energy relative to the best compared isomer or geometry (same formula, charge and spin)   95.86 kcal/mol
LUMO level   0.0180 Ha
Highest occupied orbital energy   -6.58 eV

3.
A 2-piece molecular cluster, C6H11N overall at a distorted geometry. Source: the Open Molecules 2025 dataset; level of theory: wB97M-V/def2-TZVPD.

Last column: Mulliken charge in e.
Element x y z (Å)
C  2.29780  -0.49299  -0.18666  -1.39
C  0.86672  -0.09610  0.29974  0.87
C  0.58401  1.38183  0.03057  -1.39
C  0.08673  -1.12284  -0.41657  -0.80
C  -2.60934  -0.30426  0.87669  -1.03
C  -0.35239  -0.77300  -1.70615  0.51
N  -0.75674  -0.61102  -2.79235  -0.43
H  2.52313  -1.54364  0.01185  0.40
H  3.01045  0.12895  0.36298  0.40
H  2.42067  -0.29506  -1.25620  0.34
H  0.83802  -0.30678  1.37513  0.34
H  1.30325  2.01229  0.56502  0.42
H  -0.42061  1.65508  0.36979  0.30
H  0.65469  1.60700  -1.03954  0.34
H  -1.86921  -1.09641  0.70999  0.29
H  -3.59301  -0.76757  0.98229  0.32
H  -2.35947  0.24358  1.78936  0.26
H  -2.62470  0.38095  0.02406  0.23

Atoms 1-6, force components in eV/Å:
0.1657 -0.0785 -0.0979
-0.1579 -0.0008 0.0695
-0.0457 0.0496 -0.0359
0.1212 0.1874 -0.0939
-0.0181 0.0239 -0.0151
-0.2433 0.1087 -0.7634

Results
Energy relative to the best compared isomer or geometry (same formula, charge and spin)   88.75 kcal/mol
LUMO level   -0.0562 Ha
Highest occupied orbital energy   -9.20 eV

4.
One molecule with the formula C6H11N. Source: the Open Molecules 2025 dataset; level of theory: wB97M-V/def2-TZVPD.

Last column: Mulliken charge in e.
Element x y z (Å)
C  -0.47374  -0.61793  1.84689  -1.59
C  0.31522  -0.38690  0.55736  0.33
C  -0.15674  -1.33686  -0.54735  -0.80
C  -0.00830  0.99658  -0.06051  0.48
C  1.13713  1.56008  -0.91441  -1.44
C  -1.20329  0.78779  -0.99382  -0.75
N  -1.18954  -0.51113  -1.20287  -0.01
H  -0.22334  0.13380  2.60322  0.40
H  -0.27178  -1.60820  2.27115  0.38
H  -1.55147  -0.54684  1.65376  0.35
H  1.38832  -0.50521  0.74909  0.36
H  -1.84655  -0.94194  -1.84117  0.19
H  -0.57969  -2.27343  -0.16755  0.37
H  0.63476  -1.58325  -1.26613  0.29
H  -0.25291  1.72818  0.71957  0.39
H  0.84966  2.51366  -1.36707  0.39
H  2.03711  1.71907  -0.31007  0.35
H  1.39515  0.87253  -1.73010  0.29

Atoms 1-6, force components in eV/Å:
-0.0420 -0.0067 0.0539
0.0118 -0.0198 -0.0133
0.1179 -0.0294 0.0602
0.0034 0.1153 0.0633
0.0611 0.0227 -0.0590
0.2312 -0.5175 0.1097

Results
Energy relative to the best compared isomer or geometry (same formula, charge and spin)   37.12 kcal/mol
LUMO level   0.0357 Ha
Highest occupied orbital energy   -8.11 eV

5.
One molecule with the formula C6H11N at a distorted geometry. Source: the Open Molecules 2025 dataset; level of theory: wB97M-V/def2-TZVPD.

Last column: Mulliken charge in e.
Element x y z (Å)
C  1.85566  -0.60084  0.12627  -1.72
C  0.54474  0.10530  0.47331  0.56
C  0.52092  1.54576  -0.07690  -1.38
C  -0.65928  -0.74127  -0.00547  0.25
C  -2.01228  -0.18913  0.45900  -1.41
C  -0.63935  -0.86910  -1.47465  0.12
N  -0.60905  -0.93013  -2.63037  -0.49
H  1.88701  -1.61932  0.53058  0.38
H  2.71332  -0.05216  0.52748  0.42
H  1.97603  -0.66378  -0.96190  0.40
H  0.44586  0.13967  1.56645  0.42
H  1.40791  1.74635  -0.68827  0.38
H  0.50302  2.29012  0.72526  0.28
H  -0.34747  1.73617  -0.71585  0.36
H  -0.53653  -1.75338  0.40437  0.34
H  -2.83685  -0.83711  0.14664  0.41
H  -2.02493  -0.11387  1.55153  0.37
H  -2.18874  0.80671  0.04251  0.29

Atoms 1-6, force components in eV/Å:
0.0588 -0.0383 -0.0066
-0.0052 -0.0395 0.0394
0.0318 0.1269 -0.0773
-0.0337 -0.0577 0.0264
-0.0726 0.0644 0.0212
0.0548 -0.0126 -0.9888

Results
Energy relative to the best compared isomer or geometry (same formula, charge and spin)   2.61 kcal/mol
LUMO level   0.0335 Ha
Highest occupied orbital energy   -11.35 eV

6.
One molecule with the formula C6H11N2 at a distorted geometry. Source: the Open Molecules 2025 dataset; level of theory: wB97M-V/def2-TZVPD.

Last column: Mulliken charge in e.
Element x y z (Å)
C  -2.42612  0.80783  -0.60376  -1.13
C  -1.79346  -0.07281  0.47646  -0.36
C  -0.72232  -1.06471  -0.01050  -0.97
C  0.67067  -0.50865  0.09226  0.28
C  1.50082  -0.53796  1.16591  -0.48
N  2.67455  0.12571  0.81807  -0.11
C  2.59195  0.54304  -0.50507  -0.75
N  1.33112  0.15428  -0.95504  -0.08
H  -2.07242  1.85050  -0.51363  0.26
H  -2.14897  0.51453  -1.61148  0.32
H  -3.50841  0.88295  -0.50706  0.31
H  -2.50251  -0.45792  1.21713  0.43
H  -1.21469  0.61882  1.11610  0.30
H  -1.04641  -1.25215  -1.05297  0.40
H  -0.70694  -2.06486  0.42622  0.36
H  1.41081  -1.04087  2.11181  0.42
H  3.56418  0.16793  1.27975  0.20
H  3.40723  0.92933  -1.09210  0.40
H  0.99092  0.40502  -1.85208  0.19

Atoms 1-6, force components in eV/Å:
0.0263 0.8027 0.2194
0.9169 1.0697 1.6199
-0.4416 -0.0918 -1.1246
0.0525 -0.2449 -0.1690
0.0841 -0.1337 -0.7147
0.5884 0.2677 0.1923

Results
Spin multiplicity   2
Expectation value of S²   0.755
Energy relative to the best compared isomer or geometry (same formula, charge and spin)   23.11 kcal/mol
LUMO level (spin up / spin down)   0.0410 / 0.0399 Ha
Highest occupied orbital energy (spin up / spin down)   -4.03 / -7.99 eV

- The lowest energy relative to the best compared isomer or geometry (same formula, charge and spin) belongs to which entry?
  number 5

- What is the formula in the sixth record?
  C6H11N2

- Number 6 is which compound?
  C6H11N2

- What is the energy relative to the best compared isomer or geometry (same formula, charge and spin) in the sixth record?
  23.11 kcal/mol